Below is C28H28N4O2V as an isolated structure at a distorted geometry, with properties calculated with ωB97M-V/def2-TZVPD.

2S+1: 4
Total energy in eV: -65234.0608
HOMO-LUMO gap (spin up / spin down) in eV: 6.14 / 8.50
Relative energy (zero: lowest compared OMol25 entry of this formula, charge and spin) in kJ/mol: 0.0
HOMO energy (spin up / spin down) in eV: -5.6 / -8.8

Positions of all 63 atoms, in Å:
1 C 1.06515 -3.97329 -1.59226
2 C -0.22751 -4.57141 -0.99875
3 H 0.87072 -3.54713 -2.58042
4 H 1.72678 -4.83468 -1.74260
5 H 1.60009 -3.25959 -0.96357
6 H -1.07991 -3.90339 -0.89122
7 H -0.53887 -5.36416 -1.67873
8 H -0.03506 -5.04956 -0.03751
9 C 1.18858 1.73798 -1.82427
10 C 1.31536 2.98264 -2.42910
11 C 0.36855 3.98798 -2.16223
12 C -0.67772 3.73020 -1.28001
13 H 1.90343 0.92036 -1.95503
14 H 2.16668 3.15669 -3.09074
15 H 0.44893 4.95829 -2.65267
16 H -1.42956 4.47552 -1.01310
17 N 0.15783 1.47507 -0.96677
18 C -0.77346 2.46294 -0.69648
19 C -1.73241 2.07076 0.29788
20 N -1.45522 0.84357 0.88114
21 C -2.27102 0.38200 1.87353
22 C -3.65408 2.35765 1.70618
23 C -3.39359 1.09782 2.28002
24 H -1.94925 -0.54731 2.34147
25 H -4.03871 0.67256 3.05536
26 C -2.80158 2.86021 0.72490
27 H -2.93840 3.84111 0.25396
28 H -4.52124 2.93707 2.02471
29 V 0.08584 -0.05918 0.19900
30 C -0.72697 -1.70645 -0.35199
31 H -1.64051 -1.69282 -0.95478
32 H -0.85576 -2.32334 0.54621
33 H 0.14999 -2.05573 -0.92626
34 O 0.47876 -0.10809 3.43899
35 C 1.51834 -0.09500 2.79679
36 N 2.81972 -0.17470 3.26477
37 C 3.82361 -0.05152 2.21932
38 C 2.93670 -0.00126 0.97571
39 O 3.30496 -0.03638 -0.19412
40 N 1.61363 -0.03890 1.36830
41 C 4.59869 1.25741 2.46443
42 C 4.50825 2.36141 1.61130
43 C 5.21952 3.53846 1.90711
44 C 5.98841 3.62317 3.06719
45 C 6.07343 2.52409 3.92674
46 C 5.37667 1.34741 3.62910
47 C 4.63242 -1.32269 2.10866
48 C 6.01363 -1.28997 1.91681
49 C 6.72050 -2.47737 1.70279
50 C 6.04560 -3.70193 1.68908
51 C 4.65578 -3.73281 1.86753
52 C 3.95411 -2.54208 2.09468
53 H 2.98620 -0.00869 4.25004
54 H 3.90514 2.29766 0.70836
55 H 5.17201 4.37941 1.21116
56 H 6.52618 4.53821 3.30382
57 H 6.69527 2.55450 4.82395
58 H 5.44243 0.49432 4.30313
59 H 6.52631 -0.33094 1.93482
60 H 7.80174 -2.43968 1.56024
61 H 6.59694 -4.63698 1.54860
62 H 4.11027 -4.67943 1.84390
63 H 2.87599 -2.57044 2.26718

Löwdin population analysis, charges in e, atoms 1 to 4: atom 1 (C): -0.17, atom 2 (C): -0.18, atom 3 (H): 0.07, atom 4 (H): 0.07


Below is C28H28N5P2Pt as an isolated structure, with properties calculated with ωB97M-V/def2-TZVPD.

Total energy in eV: -58763.1616
HOMO-LUMO gap in eV: 7.16
Relative energy (zero: lowest compared OMol25 entry of this formula, charge and spin) in kJ/mol: 0.0
Total charge: +1
HOMO energy in eV: -10.4

Positions of all 64 atoms, in Å:
1 Pt -0.33696 -0.08350 -0.04797
2 C -0.74451 -4.26268 -0.95310
3 C -0.25142 -4.94389 0.15859
4 C 0.07249 -4.21652 1.27425
5 C -0.05706 -2.81916 1.28646
6 N -0.41946 -2.15843 0.16726
7 C -0.80742 -2.89677 -0.89909
8 N 0.17999 -2.24645 2.52404
9 C 0.04444 -0.99642 2.78679
10 N -0.24012 0.05580 1.95923
11 C -0.10569 1.23906 2.63679
12 N -0.14728 2.44741 2.20563
13 C -0.48636 2.80786 0.91192
14 C -0.61857 4.19321 0.72494
15 C -1.11688 4.70036 -0.44591
16 C -1.52355 3.80219 -1.43376
17 C -1.32183 2.46673 -1.21725
18 N -0.74685 1.95613 -0.10184
19 C 0.17881 0.92008 4.06182
20 C 0.34809 1.73576 5.15931
21 C 0.61334 1.10565 6.37450
22 C 0.70547 -0.28117 6.46603
23 C 0.53719 -1.09308 5.34490
24 C 0.27102 -0.45476 4.15339
25 H -1.07002 -4.77508 -1.84645
26 H -0.15463 -6.02119 0.15876
27 H 0.40228 -4.68061 2.19157
28 H -1.19873 -2.33551 -1.73005
29 H -0.35124 4.82335 1.55954
30 H -1.22857 5.76771 -0.57980
31 H -1.99329 4.12788 -2.35042
32 H -1.65297 1.73841 -1.93892
33 H 0.27820 2.81152 5.07642
34 H 0.75233 1.70457 7.26466
35 H 0.91152 -0.73490 7.42628
36 H 0.61090 -2.17024 5.40218
37 C 1.13534 1.29904 -2.84712
38 P 0.25690 -0.19354 -2.27451
39 C -0.94622 -0.44101 -3.61893
40 C 1.50936 -1.50846 -2.47252
41 C 1.42820 -2.42162 -3.52122
42 C 2.39467 -3.40339 -3.67602
43 C 3.45735 -3.47085 -2.78830
44 C 3.54680 -2.55751 -1.74918
45 C 2.58439 -1.56902 -1.56936
46 P 2.65917 -0.35938 -0.18462
47 C 3.29551 -1.39166 1.19168
48 C 4.18707 0.58049 -0.58906
49 H 1.84895 1.00439 -3.61720
50 H 1.66865 1.76192 -2.01786
51 H 0.44524 2.02770 -3.26565
52 H -0.44565 -0.59612 -4.57447
53 H -1.53498 0.47302 -3.70278
54 H -1.63546 -1.26246 -3.43564
55 H 0.60136 -2.39322 -4.21785
56 H 2.31539 -4.11348 -4.48838
57 H 4.21512 -4.23412 -2.90617
58 H 4.38476 -2.62217 -1.06550
59 H 4.31701 -1.73681 1.02726
60 H 2.65058 -2.25542 1.35101
61 H 3.27806 -0.79082 2.10265
62 H 5.02260 -0.07064 -0.85227
63 H 4.46432 1.16178 0.29212
64 H 4.01211 1.27673 -1.40907

Löwdin population analysis, charges in e, atoms 1 to 4: atom 1 (Pt): 0.95, atom 2 (C): -0.04, atom 3 (C): -0.03, atom 4 (C): 0.01


Below is C28H29BCeN7P as an isolated structure at a distorted geometry, with properties calculated with ωB97M-V/def2-TZVPD.

Total energy in eV: -62819.0140
HOMO-LUMO gap in eV: 6.13
Total charge: +2
HOMO energy in eV: -14.1

Positions of all 67 atoms, in Å:
1 H 0.76506 3.86973 -2.01069
2 N 0.47058 2.13597 -3.21896
3 B -0.07588 0.55156 -5.17304
4 N 0.28585 1.95298 -4.58829
5 C 0.36245 3.14469 -5.20242
6 Ce 0.61479 0.52963 -1.42105
7 H 0.25860 3.20011 -6.27704
8 C 0.57361 4.13588 -4.24409
9 H 0.66843 5.19177 -4.41572
10 C 0.63210 3.47614 -3.01044
11 H -0.14092 0.59762 -6.37440
12 C -2.87244 -2.91426 0.18879
13 H -2.56821 -3.78325 0.76747
14 H -2.05780 -2.19485 0.16746
15 H -3.12388 -3.21876 -0.82370
16 N -1.48071 0.14925 -4.58089
17 N 0.91218 -0.56665 -4.71812
18 N -1.63865 0.02261 -3.22857
19 N 1.19167 -0.77271 -3.36917
20 C -2.63697 -0.15356 -5.18120
21 C 1.48012 -1.54741 -5.43686
22 H -2.70386 -0.11199 -6.25037
23 H 1.37841 -1.54693 -6.51249
24 C -3.56499 -0.48164 -4.19287
25 C 2.12653 -2.42918 -4.57071
26 C -2.89586 -0.36101 -2.96821
27 C 1.92707 -1.92175 -3.28053
28 H -4.57873 -0.77029 -4.32977
29 H 2.66301 -3.32142 -4.83666
30 H -3.22609 -0.51927 -1.94404
31 H 2.24317 -2.30577 -2.31725
32 H -3.71459 -2.47324 0.64908
33 N 0.67186 0.37154 0.55241
34 P 0.64708 0.18167 2.14014
35 C -0.95789 -0.43439 2.68583
36 C -1.09123 -1.64605 3.37856
37 C -2.35803 -2.09318 3.75638
38 C -3.49082 -1.33256 3.45983
39 C -3.35800 -0.11711 2.77741
40 C -2.09741 0.32921 2.38135
41 C 1.90228 -0.98010 2.67806
42 C 1.93744 -2.26194 2.09773
43 C 2.87707 -3.19522 2.53732
44 C 3.79833 -2.84866 3.53358
45 C 3.79617 -1.55828 4.07150
46 C 2.86618 -0.61359 3.63127
47 C 0.88168 1.74939 2.96498
48 C 0.66837 1.83708 4.34983
49 C 0.76253 3.07517 4.98769
50 C 1.06408 4.22293 4.24556
51 C 1.28896 4.12966 2.86512
52 C 1.20470 2.89359 2.22184
53 H -0.20852 -2.23499 3.62556
54 H -2.45594 -3.04237 4.28231
55 H -4.47991 -1.68364 3.75819
56 H -4.23907 0.48838 2.55610
57 H -1.98877 1.27165 1.83591
58 H 1.22910 -2.51995 1.30522
59 H 2.88383 -4.19697 2.10552
60 H 4.52128 -3.58567 3.88571
61 H 4.51902 -1.27975 4.83882
62 H 2.88222 0.40184 4.02909
63 H 0.42408 0.94485 4.92741
64 H 0.59697 3.14018 6.06367
65 H 1.12468 5.19421 4.74196
66 H 1.53002 5.02526 2.28755
67 H 1.37362 2.80381 1.14532

Löwdin population analysis, charges in e, atoms 1 to 4: atom 1 (H): 0.12, atom 2 (N): -0.15, atom 3 (B): -0.45, atom 4 (N): 0.01